Here is a 8-piece molecular cluster, C18H35Br2F3NO28S7 overall from the Open Molecules 2025 dataset. Energies are from ωB97M-V/def2-TZVPD.

Atoms and positions in Å:
C  4.73  1.84  5.15
C  3.80  0.53  4.69
Br  3.22  0.73  2.79
C  2.63  0.17  5.77
Br  2.81  -1.82  6.18
N  1.21  0.35  5.28
C  0.78  1.81  5.13
F  1.74  2.79  5.66
F  -0.48  1.99  5.95
F  0.37  2.16  3.73
H  4.99  2.55  4.24
H  5.77  1.45  5.56
H  4.25  2.46  6.02
H  4.57  -0.39  4.71
H  2.85  0.71  6.78
H  0.58  -0.05  6.04
H  0.97  -0.22  4.42
C  -2.06  0.92  0.73
C  -1.23  0.37  -0.43
O  -0.14  -0.31  0.18
S  -0.63  -0.94  1.60
O  -0.98  -2.33  1.38
O  0.28  -0.50  2.63
O  -2.02  -0.09  1.73
H  -1.60  1.83  1.14
H  -3.09  1.13  0.44
H  -0.87  1.16  -1.10
H  -1.80  -0.36  -1.01
C  -0.13  2.67  -4.86
C  1.31  2.18  -4.71
O  1.22  1.02  -3.89
S  -0.20  0.27  -4.18
O  0.04  -0.80  -5.13
O  -0.88  0.07  -2.93
O  -0.92  1.50  -4.98
H  -0.45  3.22  -3.97
H  -0.25  3.31  -5.74
H  1.96  2.93  -4.25
H  1.73  1.88  -5.68
C  -6.05  2.80  -1.25
C  -5.58  2.53  -2.68
O  -4.55  3.49  -2.92
S  -3.78  3.80  -1.52
O  -2.58  3.00  -1.48
O  -3.78  5.23  -1.31
O  -4.87  3.13  -0.52
H  -6.73  3.66  -1.22
H  -6.54  1.93  -0.81
H  -6.38  2.63  -3.41
H  -5.13  1.53  -2.76
C  -2.68  -3.10  -6.00
C  -2.90  -3.40  -4.52
O  -4.27  -3.07  -4.27
S  -5.14  -3.36  -5.62
O  -5.76  -4.66  -5.49
O  -5.88  -2.16  -5.95
O  -3.89  -3.50  -6.65
H  -2.54  -2.03  -6.16
H  -1.83  -3.64  -6.41
H  -2.24  -2.83  -3.87
H  -2.77  -4.47  -4.31
C  3.69  -6.45  4.02
C  3.11  -5.89  5.31
O  4.20  -5.86  6.23
S  5.58  -5.59  5.40
O  5.88  -4.18  5.49
O  6.53  -6.62  5.75
O  5.00  -5.90  3.91
H  3.78  -7.54  4.07
H  3.09  -6.19  3.14
H  2.29  -6.50  5.70
H  2.76  -4.86  5.17
C  -0.76  -3.98  -10.52
C  -2.03  -3.31  -11.04
O  -2.33  -2.28  -10.11
S  -0.93  -1.70  -9.50
O  -0.57  -0.50  -10.24
O  -1.00  -1.74  -8.06
O  0.04  -2.91  -10.01
H  -0.98  -4.66  -9.69
H  -0.22  -4.51  -11.30
H  -2.87  -4.02  -11.12
H  -1.86  -2.85  -12.02
C  2.19  5.36  7.59
C  1.61  5.92  8.88
O  2.70  5.95  9.80
S  4.08  6.22  8.98
O  4.38  7.63  9.06
O  5.03  5.19  9.32
O  3.50  5.91  7.48
H  2.28  4.27  7.64
H  1.59  5.63  6.72
H  0.79  5.31  9.27
H  1.26  6.95  8.74

Values from the calculation:
**Total charge**: +1
**LUMO level**: -3.778 eV
**Frontier orbital gap**: 8.563 eV
**Max |F|**: 6.08 eV/A
**E_tot**: -302120.6717 eV
**HOMO level**: -12.341 eV

Here is C18H35Cl2N2O2P2V as an isolated structure from the Open Molecules 2025 dataset. Energies are from ωB97M-V/def2-TZVPD.

Atoms and positions in Å:
C  1.76  -0.16  -5.59
C  0.99  -0.06  -4.32
H  2.85  -0.13  -5.42
H  1.47  0.66  -6.26
H  1.53  -1.12  -6.08
O  1.41  0.07  -3.17
Cl  -1.04  -0.28  -4.78
V  -1.15  0.01  -2.56
P  -0.36  2.30  -2.12
C  1.10  2.62  -1.06
C  0.01  3.19  -3.65
H  0.23  4.24  -3.40
H  -1.62  4.29  -1.53
H  -0.84  3.13  -4.32
H  -2.68  2.83  -1.74
H  1.92  1.97  -1.41
H  0.89  2.75  -4.14
C  -1.73  3.21  -1.33
H  1.40  3.67  -1.17
H  -1.72  3.00  -0.25
H  0.91  2.40  0.00
P  -0.14  -2.29  -2.08
C  1.26  -2.43  -0.91
C  -1.38  -3.45  -1.41
H  -0.22  -3.11  -4.36
H  0.69  -4.21  -3.27
H  1.45  -2.69  -3.88
C  0.51  -3.16  -3.54
H  -2.35  -3.27  -1.92
H  -1.05  -4.48  -1.59
H  1.67  -3.46  -0.94
H  0.93  -2.20  0.11
H  -1.51  -3.27  -0.34
H  2.04  -1.72  -1.21
Cl  -3.33  0.60  -2.65
C  2.72  0.81  4.88
C  1.27  1.26  5.02
N  0.33  0.53  4.12
C  0.14  -0.88  4.50
C  -0.53  -1.04  5.85
C  0.29  0.93  2.79
O  1.01  1.84  2.35
C  -0.72  0.27  1.89
C  -2.01  0.02  2.36
C  -2.95  -0.47  1.45
C  -2.57  -0.67  0.11
N  -1.39  -0.23  -0.36
C  -0.44  0.10  0.53
H  2.83  -0.25  5.15
H  3.34  1.42  5.54
H  3.06  0.96  3.84
H  0.91  1.08  6.03
H  1.19  2.33  4.78
H  -0.46  -1.36  3.73
H  1.13  -1.37  4.51
H  -1.52  -0.57  5.86
H  -0.68  -2.10  6.06
H  0.06  -0.62  6.67
H  -2.26  0.18  3.41
H  -3.98  -0.71  1.72
H  -3.26  -1.13  -0.61
H  0.57  0.23  0.15

Values from the calculation:
**Total charge**: +3
**Multiplicity**: 2
**LUMO level (spin up / spin down)**: -12.468 / -11.630 eV
**Frontier orbital gap (spin up / spin down)**: 3.883 / 4.722 eV
**Max |F|**: 5.62 eV/A
**E_tot**: -95592.7277 eV
**HOMO level (spin up / spin down)**: -16.351 / -16.351 eV

Here is a 9-piece molecular cluster, C18H35FN5O14S overall from the Open Molecules 2025 dataset. Energies are from ωB97M-V/def2-TZVPD.

Atoms and positions in Å:
N  2.45  -0.13  -1.48
H  2.34  -0.64  -0.62
H  1.56  0.23  -1.79
H  2.74  -0.71  -2.25
H  3.20  0.48  -1.18
N  -0.08  1.06  4.32
H  0.84  0.74  4.06
H  -0.79  0.56  3.81
H  -0.19  2.02  4.01
H  -0.30  1.00  5.30
N  -4.08  2.06  1.97
H  -3.60  1.18  2.12
H  -3.42  2.81  2.06
H  -4.77  2.08  2.71
H  -4.35  2.04  1.00
N  -0.58  0.00  0.82
H  -0.47  0.95  1.15
H  -0.77  0.04  -0.17
H  -1.38  -0.21  1.40
H  0.24  -0.56  1.00
S  -0.72  3.76  2.17
O  -0.27  5.05  1.66
O  -2.18  3.82  2.09
O  -0.21  2.69  1.35
O  -0.33  3.60  3.58
F  -2.38  -0.10  2.91
C  -2.39  1.41  -1.31
C  -1.11  1.05  -1.98
C  -0.28  2.33  -2.54
O  0.93  2.14  -2.67
C  -1.07  3.53  -2.71
C  -2.36  3.71  -2.34
C  -3.04  2.60  -1.52
O  -4.14  2.75  -0.83
O  -2.90  4.87  -2.65
O  -0.51  0.03  -1.81
H  -2.86  0.65  -0.70
H  -0.56  4.25  -3.33
C  2.81  0.59  3.30
C  3.15  1.79  3.88
C  3.71  2.94  3.09
O  4.18  4.03  3.60
C  3.81  2.95  1.77
C  3.56  1.77  0.96
C  2.82  0.50  1.77
O  2.29  -0.45  1.19
O  3.73  1.80  -0.26
O  2.51  1.93  5.04
H  2.37  -0.31  3.71
H  4.23  3.77  1.20
C  -0.32  -6.42  1.30
O  -0.92  -5.49  0.38
C  -0.15  -4.29  0.36
C  -0.56  -3.38  -0.84
N  0.11  -3.87  -2.05
C  0.06  -2.69  -2.96
C  0.54  -3.16  -4.42
O  0.10  -2.30  -5.41
C  0.05  -0.87  -5.14
H  0.66  -6.78  1.00
H  -1.04  -7.23  1.40
H  -0.23  -5.97  2.29
H  0.90  -4.57  0.30
H  -0.25  -3.67  1.26
H  -0.09  -2.42  -0.64
H  -1.64  -3.37  -1.01
H  -0.31  -4.63  -2.55
H  0.73  -1.92  -2.58
H  -1.00  -2.45  -2.99
H  0.19  -4.19  -4.48
H  1.63  -3.20  -4.50
H  0.92  -0.50  -4.60
H  -0.92  -0.53  -4.78
H  0.19  -0.53  -6.17

Values from the calculation:
**Total charge**: -2
**Multiplicity**: 2
**LUMO level (spin up / spin down)**: 3.259 / 1.597 eV
**Frontier orbital gap (spin up / spin down)**: 4.608 / 2.945 eV
**Max |F|**: 7.27 eV/A
**E_tot**: -68897.4044 eV
**HOMO level (spin up / spin down)**: -1.349 / -1.348 eV

Here is a 4-piece molecular cluster, C18H35IN3O7S3 overall from the Open Molecules 2025 dataset. Energies are from ωB97M-V/def2-TZVPD.

Atoms and positions in Å:
N  7.19  5.76  -1.35
C  7.73  4.83  -2.04
N  9.11  4.60  -2.01
C  9.31  3.15  -1.58
C  8.03  2.41  -1.14
C  6.71  2.79  -1.90
C  5.61  3.02  -0.85
C  4.39  3.75  -1.38
O  4.42  4.88  -1.81
I  2.55  2.66  -1.31
N  6.92  3.98  -2.78
H  7.72  6.28  -0.66
H  6.19  5.95  -1.45
H  9.38  4.64  -2.99
H  9.97  3.17  -0.72
H  9.85  2.63  -2.36
H  8.21  1.34  -1.27
H  7.87  2.55  -0.08
H  6.41  1.98  -2.55
H  5.33  2.04  -0.49
H  5.99  3.58  0.00
H  7.49  3.66  -3.56
C  -2.58  1.65  -0.48
C  -2.66  0.27  0.20
C  -2.12  -0.77  -0.79
S  -0.94  0.11  -1.82
O  -1.42  0.14  -3.18
O  0.41  -0.34  -1.52
C  -1.19  1.72  -1.09
H  -2.75  2.46  0.22
H  -3.34  1.72  -1.27
H  -2.04  0.28  1.10
H  -3.67  0.01  0.51
H  -1.61  -1.58  -0.29
H  -2.90  -1.16  -1.44
H  -1.09  2.49  -1.86
H  -0.43  1.86  -0.32
C  -8.82  -1.15  0.07
C  -8.58  -2.35  1.01
C  -7.12  -2.78  0.83
S  -6.22  -1.30  0.35
O  -5.71  -1.46  -0.99
O  -5.36  -0.89  1.44
C  -7.64  -0.21  0.29
H  -9.77  -0.66  0.29
H  -8.84  -1.49  -0.96
H  -8.76  -2.04  2.04
H  -9.26  -3.17  0.79
H  -6.68  -3.16  1.75
H  -7.00  -3.50  0.03
H  -7.50  0.51  -0.51
H  -7.70  0.30  1.25
C  0.29  -3.76  2.55
C  -0.40  -4.34  3.79
C  -1.90  -4.43  3.48
S  -2.03  -4.64  1.70
O  -2.67  -3.47  1.15
O  -2.51  -5.96  1.40
C  -0.28  -4.53  1.36
H  1.37  -3.86  2.61
H  0.05  -2.70  2.45
H  -0.01  -5.34  4.00
H  -0.22  -3.73  4.68
H  -2.38  -5.27  3.97
H  -2.42  -3.51  3.74
H  -0.13  -4.04  0.40
H  0.11  -5.55  1.32

Values from the calculation:
**Total charge**: +1
**LUMO level**: -3.976 eV
**Frontier orbital gap**: 7.454 eV
**Max |F|**: 1.17 eV/A
**E_tot**: -78635.1021 eV
**HOMO level**: -11.430 eV

Here is a 4-piece molecular cluster, C18H35N2O9S2 overall from the Open Molecules 2025 dataset. Energies are from ωB97M-V/def2-TZVPD.

Atoms and positions in Å:
S  1.47  2.15  -0.83
C  0.23  3.37  -1.52
C  -0.31  4.27  -0.34
C  -1.47  5.27  -0.76
C  -2.82  4.46  -0.63
N  -3.70  4.67  0.40
C  -4.83  3.82  0.34
C  -4.54  3.06  -0.85
S  -5.44  1.71  -1.66
N  -3.32  3.47  -1.44
H  1.43  2.17  0.54
H  -0.56  2.78  -2.05
H  0.82  4.00  -2.25
H  0.56  4.85  0.07
H  -0.68  3.59  0.48
H  -1.52  6.06  0.05
H  -1.34  5.73  -1.77
H  -3.62  5.33  1.17
H  -5.73  3.72  0.99
H  -4.40  0.96  -2.20
H  -2.90  3.10  -2.30
C  3.95  4.88  5.90
C  5.05  5.49  5.05
O  5.31  4.70  3.88
C  4.42  4.82  2.89
O  3.45  5.54  2.89
O  4.78  3.99  1.90
C  3.87  3.96  0.81
H  4.18  3.84  6.14
H  3.83  5.44  6.82
H  3.00  4.88  5.37
H  5.98  5.51  5.62
H  4.82  6.52  4.77
H  3.67  4.97  0.43
H  2.94  3.48  1.12
H  4.31  3.37  0.01
C  -0.42  -4.63  -3.01
C  0.07  -4.17  -4.37
O  -0.01  -2.74  -4.50
C  0.97  -2.06  -3.88
O  1.88  -2.54  -3.25
O  0.73  -0.75  -4.06
C  1.65  0.09  -3.37
H  -1.42  -4.24  -2.81
H  -0.45  -5.72  -2.96
H  0.23  -4.27  -2.22
H  -0.58  -4.58  -5.15
H  1.08  -4.53  -4.58
H  2.68  -0.16  -3.61
H  1.48  0.03  -2.30
H  1.46  1.12  -3.69
C  -3.92  -6.98  2.29
C  -3.76  -6.86  0.78
O  -2.42  -6.50  0.43
C  -1.53  -7.50  0.48
O  -1.76  -8.64  0.78
O  -0.33  -7.00  0.16
C  0.74  -7.94  0.26
H  -3.58  -6.07  2.79
H  -4.96  -7.16  2.55
H  -3.32  -7.81  2.68
H  -4.40  -6.05  0.42
H  -4.07  -7.77  0.27
H  0.53  -8.84  -0.31
H  0.92  -8.18  1.31
H  1.63  -7.48  -0.15

Values from the calculation:
**Total charge**: +1
**LUMO level**: -3.233 eV
**Frontier orbital gap**: 8.827 eV
**Max |F|**: 4.71 eV/A
**E_tot**: -62305.0278 eV
**HOMO level**: -12.060 eV

Here is one molecule with the formula C18H35NO from the Open Molecules 2025 dataset. Energies are from ωB97M-V/def2-TZVPD.

Atoms and positions in Å:
C  -8.25  0.25  1.64
C  -8.21  -0.63  0.40
C  -6.83  -1.24  0.14
C  -5.78  -0.21  -0.26
C  -4.45  -0.87  -0.60
C  -3.39  0.16  -0.99
C  -2.05  -0.50  -1.32
H  -2.19  -1.22  -2.12
H  -1.69  -1.04  -0.44
C  -0.99  0.52  -1.75
C  -0.69  1.52  -0.67
C  0.12  1.33  0.36
C  0.93  0.10  0.66
H  0.52  -0.37  1.56
C  2.40  0.45  0.91
C  3.07  0.99  -0.35
C  4.47  1.56  -0.11
C  5.49  0.56  0.45
C  5.76  -0.61  -0.49
C  6.86  -1.53  0.05
C  8.19  -0.82  0.06
O  8.81  -0.55  -0.95
N  8.66  -0.48  1.28
H  8.15  -0.67  2.13
H  9.53  0.01  1.35
H  6.95  -2.40  -0.61
H  6.60  -1.88  1.06
H  6.08  -0.23  -1.46
H  4.85  -1.19  -0.63
H  5.14  0.19  1.41
H  6.42  1.10  0.62
H  4.85  1.96  -1.05
H  4.38  2.40  0.59
H  2.44  1.79  -0.76
H  3.12  0.20  -1.11
H  2.47  1.20  1.70
H  2.92  -0.45  1.25
H  0.86  -0.61  -0.16
H  0.24  2.12  1.09
H  -1.22  2.46  -0.74
H  -0.08  -0.01  -2.03
H  -1.34  1.05  -2.64
H  -3.25  0.86  -0.17
H  -3.73  0.73  -1.86
H  -4.09  -1.44  0.26
H  -4.59  -1.57  -1.43
H  -5.63  0.50  0.56
H  -6.14  0.35  -1.12
H  -6.50  -1.77  1.04
H  -6.92  -1.98  -0.66
H  -8.52  -0.05  -0.47
H  -8.93  -1.44  0.53
H  -7.91  -0.30  2.51
H  -7.62  1.13  1.52
H  -9.27  0.60  1.83

Values from the calculation:
**Total charge**: 0
**LUMO level**: 0.828 eV
**Frontier orbital gap**: 9.997 eV
**Max |F|**: 0.51 eV/A
**Structure (SMILES)**: CCCCCCCC/C=C\CCCCCCCC(N)=O
**E_tot**: -22772.3585 eV
**Relative energy (zero: lowest compared OMol25 entry of this formula, charge and spin)**: 14.4 kcal/mol
**HOMO level**: -9.169 eV

Here is C18H36Br18O6 as an isolated structure from the Open Molecules 2025 dataset. Energies are from ωB97M-V/def2-TZVPD.

Atoms and positions in Å:
C  5.91  -4.16  3.09
Br  6.44  -2.79  4.25
Br  5.97  -3.62  1.19
Br  4.32  -5.10  3.40
H  6.67  -4.94  3.09
C  4.42  2.38  2.28
Br  4.94  1.27  3.82
Br  2.67  3.10  2.51
Br  4.60  1.36  0.69
H  5.14  3.16  2.29
C  1.65  -7.02  0.56
Br  0.57  -7.92  -0.68
Br  1.06  -7.00  2.33
Br  2.06  -5.26  0.00
H  2.62  -7.50  0.54
C  2.80  0.16  7.06
Br  3.09  2.00  7.08
Br  4.36  -0.88  6.55
Br  1.38  -0.42  5.97
H  2.59  -0.13  8.08
C  -1.79  -2.10  2.65
Br  -2.98  -1.32  1.36
Br  -2.42  -3.81  3.26
Br  -1.63  -0.97  4.19
H  -0.82  -2.19  2.26
C  -2.14  3.85  3.49
Br  -2.34  4.66  5.13
Br  -3.45  2.46  3.29
Br  -0.36  3.17  3.48
H  -2.23  4.56  2.69
C  -5.32  1.75  -6.20
O  -4.00  1.69  -5.74
C  -3.72  0.42  -5.30
C  -2.21  0.29  -4.86
O  -1.40  0.16  -5.96
C  -0.07  0.36  -5.62
H  -5.66  0.86  -6.71
H  -5.48  2.68  -6.79
H  -5.98  1.85  -5.35
H  -3.86  -0.32  -6.11
H  -4.28  0.10  -4.43
H  -2.10  -0.59  -4.17
H  -1.95  1.22  -4.32
H  0.03  1.33  -5.13
H  0.67  0.34  -6.46
H  0.21  -0.40  -4.86
C  -2.65  1.00  -1.08
O  -3.33  2.16  -1.72
C  -2.35  3.20  -1.94
C  -1.96  4.02  -0.67
O  -0.92  4.88  -1.02
C  0.30  4.22  -1.24
H  -3.23  0.04  -1.08
H  -2.49  1.26  -0.05
H  -1.69  0.75  -1.52
H  -2.68  3.93  -2.73
H  -1.44  2.79  -2.28
H  -1.77  3.34  0.10
H  -2.79  4.70  -0.46
H  0.49  3.54  -0.42
H  1.12  4.93  -1.24
H  0.40  3.64  -2.19
C  1.82  -2.83  2.56
O  1.07  -2.04  1.67
C  1.78  -0.92  1.13
C  0.85  -0.13  0.20
O  0.71  -0.76  -1.06
C  -0.07  -1.91  -1.06
H  2.75  -3.08  2.12
H  1.22  -3.74  2.68
H  1.95  -2.26  3.48
H  2.53  -1.41  0.53
H  2.24  -0.30  1.87
H  1.18  0.94  0.13
H  -0.15  -0.09  0.65
H  0.36  -2.71  -0.46
H  -0.15  -2.27  -2.12
H  -1.11  -1.61  -0.65

Values from the calculation:
**Total charge**: 0
**LUMO level**: -0.245 eV
**Frontier orbital gap**: 9.071 eV
**Max |F|**: 3.59 eV/A
**E_tot**: -1292292.6202 eV
**HOMO level**: -9.316 eV